Record 1
Computed, not measured: the molecule C3H4N4O in a non-equilibrium geometry, with wB97M-V/def2-TZVPD.

Computed properties:
Energy relative to the best compared isomer or geometry (same formula, charge and spin): 149.8 kcal/mol
Strongest force on any atom: 6.86 eV/Å
HOMO-LUMO gap: 9.08 eV
Lowest unoccupied orbital energy: 0.103 eV

```
12
Properties=species:S:1:pos:R:3:forces:R:3:lowdin_charge:R:1
C -0.5828 -0.6877 1.5519 -4.24 1.08 -4.29 -0.166
N 0.3011 -1.4248 0.8143 1.81 1.36 0.12 0.078
C 0.9065 -1.0011 -0.2606 3.47 -4.61 0.74 -0.268
N 1.0074 0.0629 -0.9638 2.95 2.52 -5.65 -0.079
N 0.5729 1.3352 -0.7782 -2.89 2.46 0.30 0.066
C -0.6916 1.3946 -0.4616 1.63 2.68 -1.03 -0.259
O -1.3233 0.2897 -0.3464 -2.40 -3.14 -0.26 -0.136
N -1.6711 -0.0667 1.0052 2.92 -0.11 2.57 0.081
H -0.7074 -0.7109 2.5943 0.32 -0.81 1.35 0.090
H 1.9429 -1.5854 -0.7084 -3.49 0.11 1.41 0.184
H 1.5995 0.0447 -1.9873 -1.96 -0.24 4.38 0.245
H -1.3541 2.3493 -0.4594 1.88 -1.30 0.36 0.165
```
Positions in Å, forces in eV/Å.


Record 2
Computed, not measured: a structure of composition C10H8Br2O in a non-equilibrium geometry, with wB97M-V/def2-TZVPD.

Computed properties:
Energy relative to the best compared isomer or geometry (same formula, charge and spin): 75.2 kcal/mol
Strongest force on any atom: 5.50 eV/Å
HOMO-LUMO gap (alpha / beta): 7.03 / 7.48 eV
Lowest unoccupied orbital energy (alpha / beta): -1.165 / -0.757 eV

```
21
Properties=species:S:1:pos:R:3:forces:R:3:lowdin_charge:R:1
C 2.2690 -1.6870 0.9148 -2.16 2.03 0.00 -0.083
C 1.5586 -0.9402 1.8364 -0.90 -0.06 1.71 -0.055
C 2.0836 -1.4257 -0.4294 1.16 0.48 0.08 -0.107
C 0.6729 0.0894 1.4125 3.95 -2.98 -2.40 -0.063
C 1.3115 -0.4042 -0.8796 -1.01 0.41 -0.93 -0.062
C 0.5817 0.3674 0.0728 -1.73 0.20 -2.73 -0.221
C -1.1761 2.3279 0.1719 -0.12 1.03 1.60 -0.279
C -1.4218 0.5674 -1.6191 1.48 -1.18 0.04 -0.262
C -0.6044 1.1634 -0.4808 0.71 -1.49 0.79 -0.149
C -2.3145 -0.1958 -0.6769 1.73 0.09 0.75 -1.072
O -0.8311 2.9027 1.2192 0.25 -1.32 -1.49 0.016
Br -1.6998 -1.7574 0.2564 -0.32 0.50 -0.90 0.768
Br -3.9018 0.4173 0.0356 -0.49 0.39 -0.17 0.750
H 2.7889 -2.5173 1.1934 1.62 -1.97 0.89 0.074
H 1.5504 -1.2676 2.9346 0.17 0.74 -1.69 0.132
H 2.7051 -1.9291 -1.1182 0.29 -0.87 -0.81 0.095
H 0.0641 0.5896 1.9944 -2.75 2.29 3.34 0.060
H 1.1862 -0.3625 -2.0159 0.09 0.53 1.88 0.136
H -2.0706 2.7589 -0.2966 -0.12 -0.20 -0.52 0.103
H -1.8677 1.3687 -2.1326 -1.25 0.73 -0.68 0.092
H -0.8842 -0.0659 -2.3927 -0.60 0.66 1.24 0.128
```
Positions in Å, forces in eV/Å.


Record 3
Computed, not measured: a structure of composition C15H34GaNO3P2 in a non-equilibrium geometry, with wB97M-V/def2-TZVPD.

Computed properties:
Strongest force on any atom: 3.78 eV/Å
HOMO-LUMO gap: 6.22 eV
Lowest unoccupied orbital energy: 0.260 eV

```
56
Properties=species:S:1:pos:R:3:forces:R:3:lowdin_charge:R:1
C -0.8824 0.8740 -4.2613 1.14 -0.05 -0.93 -0.066
C -1.0067 0.5305 -2.8838 -0.88 0.24 0.49 -0.393
N -0.0749 1.0511 -2.0157 0.03 -0.59 0.95 0.044
C 0.7939 1.9639 -2.3993 -0.23 0.30 -0.69 -0.380
C 0.8458 2.4530 -3.7050 0.69 0.06 0.78 -0.090
C 0.0575 1.8201 -4.6650 -1.22 0.30 0.28 -0.094
C -2.1309 -0.1595 -2.3728 0.99 -0.58 0.36 -0.280
P -2.1910 -0.5645 -0.5786 -0.49 0.90 -2.88 0.800
Ga -0.2687 0.3393 0.6964 -0.31 0.21 0.25 0.228
P 2.0273 1.5190 0.1274 -0.88 -0.59 -0.66 0.841
C 1.6961 2.5985 -1.3577 0.70 0.00 1.12 -0.258
O 0.0645 -3.5549 -3.9698 -1.12 0.22 -1.78 -0.117
O 0.5825 -4.9932 -0.2932 1.14 1.14 0.80 -0.096
H -1.3987 0.2615 -5.0003 -0.22 0.44 0.17 0.097
H 1.5265 3.2792 -3.8899 -0.13 -0.17 -0.37 0.095
H 0.0675 2.2374 -5.6772 0.10 -0.63 0.14 0.103
C -3.6680 0.5042 -0.3532 0.26 -0.18 0.96 -0.273
C -2.8484 -2.2380 -0.3431 -0.09 -0.38 0.21 -0.263
H 2.6844 2.8382 -1.7840 -0.42 0.15 0.00 0.090
H 1.2590 3.5240 -0.9326 0.09 -0.33 -0.39 0.100
H -0.8754 -3.7144 -4.3034 1.98 0.43 0.66 0.066
H -3.0586 -0.2223 -3.0097 1.13 -0.26 0.87 0.074
C 2.6062 2.5297 1.5192 0.35 0.25 -0.29 -0.259
C 3.4613 0.4771 -0.3682 -0.05 0.23 0.23 -0.265
H 1.0457 -0.4686 -0.3591 1.80 -3.01 -1.40 -0.047
H 1.2608 -4.5027 0.2645 -1.38 -0.87 -1.16 0.065
H 0.3794 -4.3955 -1.0329 0.21 -0.23 0.28 0.016
H 0.5318 -3.1279 -4.7402 -0.84 -0.64 1.23 0.054
H -0.9964 1.6536 0.7234 -0.44 1.24 0.42 -0.046
H 1.4302 -1.1992 -0.5659 -1.36 1.64 0.59 0.132
H -4.4260 0.0963 -1.0298 0.03 0.15 0.23 0.046
H -4.0137 0.5323 0.6807 -0.30 0.09 0.00 0.033
H -3.3686 1.4993 -0.6887 -0.13 -0.14 0.13 0.044
H -3.5436 -2.5006 -1.1515 0.15 0.15 0.21 0.048
H -2.0311 -2.9682 -0.3318 -0.17 0.12 0.03 0.032
H -3.3754 -2.2741 0.6226 0.16 -0.11 -0.25 0.045
H 4.3644 1.1041 -0.4555 -0.28 -0.32 -0.02 0.051
H 3.6042 -0.2939 0.4044 0.06 0.24 -0.22 0.050
H 3.2545 -0.0317 -1.3213 0.05 0.30 0.28 0.045
H 3.5425 3.0388 1.2404 -0.32 0.01 0.31 0.051
H 1.8185 3.2563 1.7696 0.34 -0.21 0.02 0.055
H 2.7828 1.8560 2.3729 -0.05 0.30 -0.31 0.042
C 1.0584 -0.9717 4.4336 0.01 -0.09 -0.09 -0.046
C -0.0522 -0.4144 3.5461 0.67 1.18 -0.79 -0.706
C -1.3475 -1.0845 3.9366 -0.05 0.04 0.03 -0.042
C -0.1013 1.1186 3.7641 -0.16 0.12 0.03 -0.062
O 0.2425 -0.6699 2.1570 0.05 -0.17 0.20 -0.277
H 0.8146 -0.7483 5.4766 0.05 -0.10 -0.04 0.085
H 2.0403 -0.5378 4.2253 -0.14 0.01 -0.17 0.080
H 1.1144 -2.0517 4.3115 0.11 -0.09 0.02 0.083
H -1.5538 -0.8777 4.9851 -0.17 -0.06 0.10 0.085
H -2.1810 -0.7279 3.3356 -0.10 0.05 -0.09 0.080
H -1.2385 -2.1586 3.8022 -0.12 -0.10 -0.03 0.089
H 0.8807 1.5868 3.4975 -0.80 -0.45 0.24 0.066
H -0.8881 1.5710 3.1158 0.49 -0.21 0.60 0.059
H -0.3171 1.3375 4.8320 0.07 0.04 -0.64 0.092
```
Positions in Å, forces in eV/Å.


Record 4
Computed, not measured: a structure of composition C5H8O2, with wB97M-V/def2-TZVPD.

Computed properties:
Energy relative to the best compared isomer or geometry (same formula, charge and spin): 94.3 kcal/mol
Strongest force on any atom: 0.51 eV/Å
HOMO-LUMO gap: 8.93 eV
Lowest unoccupied orbital energy: -0.036 eV

```
15
Properties=species:S:1:pos:R:3:forces:R:3:lowdin_charge:R:1
C 0.7347 -0.2686 -1.4540 0.08 -0.01 -0.11 0.000
C -0.2865 -0.1829 -0.3355 0.17 -0.01 -0.03 -0.578
O -1.5646 -0.5869 -0.7553 -0.13 0.13 -0.18 0.021
C 0.1058 -0.9235 0.9364 -0.24 -0.07 0.01 0.041
C 0.4223 1.0897 1.5039 -0.25 -0.44 -0.06 0.136
C -0.3424 1.2032 0.2890 -0.10 0.23 -0.08 -0.485
O -0.9576 2.1521 -0.1693 0.24 -0.34 0.27 0.073
H 0.7607 -1.2858 -1.8545 0.01 0.07 0.03 0.093
H 0.4415 0.4191 -2.2524 0.04 -0.09 0.06 0.096
H 1.7345 0.0161 -1.1108 -0.12 -0.05 0.00 0.098
H -1.9619 0.2027 -1.1561 -0.09 -0.10 0.05 0.110
H -0.7353 -1.2582 1.5356 0.03 0.12 -0.07 0.117
H 0.8605 -1.7142 0.8234 -0.01 0.37 0.18 0.123
H -0.0826 1.2628 2.4557 0.14 -0.10 -0.06 0.081
H 0.8709 -0.1257 1.5439 0.23 0.30 -0.01 0.074
```
Positions in Å, forces in eV/Å.